8
Properties=species:S:1:pos:R:3:mulliken_charge:R:1 method="wB97M-V/def2-TZVPD" homo_ev="-9.2 / -9.2" homo_lumo_gap_ev="6.603 / 6.605" e_above_lowest_kj_mol=239.10 e_tot_ev=-28161.7073
C -0.00408 0.17074 -0.42444 -0.11
C 1.10570 1.06970 -0.89271 0.16
F -0.23142 -0.76576 -1.38045 -0.26
F 0.80423 2.37555 -1.07264 -0.10
Cl 2.53475 0.50925 -1.83014 -0.03
I 2.09438 1.80868 1.82345 -0.20
H 0.22586 -0.53057 0.45957 0.22
H -0.92220 0.60015 -0.01078 0.32



9
Properties=species:S:1:pos:R:3:mulliken_charge:R:1 method="wB97M-V/def2-TZVPD" homo_ev=-3.5 homo_lumo_gap_ev=6.880 e_above_lowest_kj_mol=304.49 total_charge=-1 e_tot_ev=-22930.3779
C -2.23296 0.17312 0.11157 0.88
C 1.50933 -0.29879 -0.03607 0.31
N -1.56313 1.14344 0.57898 -0.70
O -1.27519 0.54995 -0.83338 -0.47
O -3.08799 -0.66926 0.16173 -0.67
F 1.94677 -1.34653 0.70108 -0.25
Cl 2.74365 0.96791 -0.00821 -0.22
H 1.37241 -0.62397 -1.06991 0.17
H 0.58710 0.10414 0.39419 -0.05



9
Properties=species:S:1:pos:R:3:mulliken_charge:R:1 method="wB97M-V/def2-TZVPD" homo_ev=-4.6 homo_lumo_gap_ev=8.056 e_above_lowest_kj_mol=372.02 total_charge=-1 e_tot_ev=-22929.6780
C -1.42316 -0.44167 -0.19761 0.63
C 1.20890 -0.07786 -0.07036 -0.33
N -0.52531 0.83819 -0.15777 -0.16
O -2.32093 -0.44875 0.66438 -0.69
O -1.21906 -1.15161 -1.18223 -0.67
F -0.60155 1.58527 0.96971 -0.17
Cl 2.48781 1.01139 -0.27864 -0.20
H 1.06922 -0.33688 0.99243 0.29
H 1.32408 -0.97807 -0.73989 0.31



8
Properties=species:S:1:pos:R:3:mulliken_charge:R:1 method="wB97M-V/def2-TZVPD" homo_ev=-11.6 homo_lumo_gap_ev=10.740 e_above_lowest_kj_mol=213.85 e_tot_ev=-21439.1406
C 1.69096 -0.54831 0.39166 0.35
C 0.45792 0.09541 0.66079 0.38
O 1.98504 -1.67571 0.74130 -0.43
O -0.27653 -0.04540 -0.97657 -0.54
F 0.43666 1.36946 1.00944 -0.18
Cl 2.75231 0.43266 -0.63566 -0.14
H -0.35298 -0.35661 1.31888 0.23
H 0.43881 -0.00292 -1.71874 0.33



Please write out number 3 again, unchanged.
9
Properties=species:S:1:pos:R:3:mulliken_charge:R:1 method="wB97M-V/def2-TZVPD" homo_ev=-4.6 homo_lumo_gap_ev=8.056 e_above_lowest_kj_mol=372.02 total_charge=-1 e_tot_ev=-22929.6780
C -1.42316 -0.44167 -0.19761 0.63
C 1.20890 -0.07786 -0.07036 -0.33
N -0.52531 0.83819 -0.15777 -0.16
O -2.32093 -0.44875 0.66438 -0.69
O -1.21906 -1.15161 -1.18223 -0.67
F -0.60155 1.58527 0.96971 -0.17
Cl 2.48781 1.01139 -0.27864 -0.20
H 1.06922 -0.33688 0.99243 0.29
H 1.32408 -0.97807 -0.73989 0.31



Copy entry 3 word for word.
9
Properties=species:S:1:pos:R:3:mulliken_charge:R:1 method="wB97M-V/def2-TZVPD" homo_ev=-4.6 homo_lumo_gap_ev=8.056 e_above_lowest_kj_mol=372.02 total_charge=-1 e_tot_ev=-22929.6780
C -1.42316 -0.44167 -0.19761 0.63
C 1.20890 -0.07786 -0.07036 -0.33
N -0.52531 0.83819 -0.15777 -0.16
O -2.32093 -0.44875 0.66438 -0.69
O -1.21906 -1.15161 -1.18223 -0.67
F -0.60155 1.58527 0.96971 -0.17
Cl 2.48781 1.01139 -0.27864 -0.20
H 1.06922 -0.33688 0.99243 0.29
H 1.32408 -0.97807 -0.73989 0.31